# 1
# C3H8NS

A gas-phase ion, C3H8NS (charge -1) (ωB97M-V/def2-TZVPD, the OMol25 dataset).

The SMILES is NCCC[S-]. The value obtained for the total energy is -572.0631 a.u. The value obtained for the frontier orbital gap is 6.3482 eV. The energy relative to the best compared isomer or geometry (same formula, charge and spin) comes out at 9.53 kcal/mol.

Geometry as ORCA input:
```
! RIJCOSX wB97M-V def2-TZVPD def2/J DEFGRID3
* xyz -1 1
C 0.1873 0.0423 0.5985
C 1.2904 1.1099 0.3583
S 2.8358 0.4342 -0.3038
C -0.5015 -0.3523 -0.6991
N -1.5378 -1.3990 -0.4754
H 0.7338 -0.8316 0.9406
H -0.5529 0.3606 1.3385
H 0.8503 1.8874 -0.2752
H 1.5159 1.5686 1.3247
H -0.9883 0.5393 -1.1212
H 0.2577 -0.7514 -1.3657
H -1.6615 -1.5156 0.5240
H -2.4291 -1.0925 -0.8440
*
```

# 2
# C3H8NS

A gas-phase ion, C3H8NS (charge -1) (ωB97M-V/def2-TZVPD, the OMol25 dataset).

The SMILES is NCCC[S-]. The value obtained for the total energy is -572.0647 a.u. The value obtained for the frontier orbital gap is 6.4269 eV. The energy relative to the best compared isomer or geometry (same formula, charge and spin) comes out at 8.49 kcal/mol.

Geometry as ORCA input:
```
! RIJCOSX wB97M-V def2-TZVPD def2/J DEFGRID3
* xyz -1 1
C 0.0330 -0.2577 0.9937
C -1.1369 -0.6670 0.1219
S -1.4804 0.3881 -1.3024
C 1.3525 -0.1309 0.2455
N 2.5077 0.2898 1.0498
H -0.1165 0.6813 1.5363
H 0.2196 -0.9800 1.7974
H -0.9301 -1.6835 -0.1874
H -1.9999 -0.8302 0.7829
H 1.5644 -1.0303 -0.2868
H 1.2266 0.5381 -0.6082
H 2.2002 1.0511 1.6483
H 2.7473 -0.4646 1.6874
*
```

# 3
# C3H8NdO2

A molecular structure, C3H8NdO2 (ωB97M-V/def2-TZVPD, the OMol25 dataset).

The value obtained for the total energy is -830.6430 a.u. The value obtained for the frontier orbital gap (alpha / beta) is 7.1213 / 7.8291 eV. The energy relative to the best compared isomer or geometry (same formula, charge and spin) comes out at 11.11 kcal/mol.

Geometry as ORCA input:
```
! RIJCOSX wB97M-V def2-TZVPD def2/J DEFGRID3
* xyz 1 4
C -1.1330 -0.5299 1.1904
C -0.2135 -0.4275 2.3989
O 1.0009 0.2799 2.1299
C 2.1603 -0.3700 2.5690
Nd -0.4753 -0.1605 -1.2708
H -1.5881 -1.5377 1.1914
H -1.9631 0.1916 1.3058
H 0.0401 -1.4318 2.7828
H -0.6855 0.1265 3.2279
H 3.0270 0.2272 2.2593
H 2.1654 -0.4768 3.6685
O 0.5385 0.2936 -3.2165
H 0.9822 1.0893 -3.5064
H 2.2613 -1.3808 2.1327
*
```

# 4
# C3H8O

2 unconnected molecules or ions with the total composition C3H8O (ωB97M-V/def2-TZVPD, the OMol25 dataset).

The SMILES is C=CC.O. The value obtained for the total energy is -194.2951 a.u. The value obtained for the frontier orbital gap is 10.8641 eV. The energy relative to the best compared isomer or geometry (same formula, charge and spin) comes out at 25.61 kcal/mol.

Geometry as ORCA input:
```
! RIJCOSX wB97M-V def2-TZVPD def2/J DEFGRID3
* xyz 0 1
C 3.0306 0.6993 -0.9894
C 1.5452 0.6972 -1.3319
C 0.6505 1.2548 -0.5427
H 3.3761 -0.3111 -1.1261
H 3.6134 1.4223 -1.5702
H 3.2007 0.8482 0.0846
H 1.3086 0.5158 -2.3616
H -0.3768 1.3299 -0.9310
H 0.6162 1.4851 0.5183
H -5.4194 -2.4941 3.5222
H -5.6388 -3.0606 2.0479
O -5.9062 -2.3868 2.6800
*
```

# 5
# C3H8O

2 unconnected molecules or ions with the total composition C3H8O (ωB97M-V/def2-TZVPD, the OMol25 dataset).

The SMILES is C=CO.C. The value obtained for the total energy is -194.2671 a.u. The value obtained for the frontier orbital gap is 9.5726 eV. The energy relative to the best compared isomer or geometry (same formula, charge and spin) comes out at 43.20 kcal/mol.

Geometry as ORCA input:
```
! RIJCOSX wB97M-V def2-TZVPD def2/J DEFGRID3
* xyz 0 1
C 2.2148 0.2539 0.5855
H 1.4959 0.0091 -0.1392
H 3.1021 -0.3677 0.5550
H 1.7578 0.0644 1.6147
H 2.3928 1.3002 0.3493
C -1.5996 -0.6027 0.5510
C -1.6687 0.1775 -0.6168
O -1.2140 -0.3712 -1.7541
H -1.3611 -0.0514 1.4284
H -1.6342 -1.6357 0.6115
H -1.8215 1.3228 -0.6375
H -1.6643 -0.0993 -2.5479
*
```

# 6
# C3H8O

2 unconnected molecules or ions with the total composition C3H8O (ωB97M-V/def2-TZVPD, the OMol25 dataset).

The SMILES is C=C.CO. The value obtained for the total energy is -194.2451 a.u. The value obtained for the frontier orbital gap is 11.0467 eV. The energy relative to the best compared isomer or geometry (same formula, charge and spin) comes out at 57.02 kcal/mol.

Geometry as ORCA input:
```
! RIJCOSX wB97M-V def2-TZVPD def2/J DEFGRID3
* xyz 0 1
C 3.2977 -2.7512 -1.0110
C 2.5857 -3.4461 -1.8800
H 3.6645 -3.1727 -0.0386
H 3.4236 -1.6335 -0.9740
H 2.6807 -4.4492 -1.9648
H 1.9381 -2.9301 -2.7232
C -2.2675 2.1770 1.4715
O -3.0173 3.3345 0.9542
H -1.4477 2.6085 2.1904
H -2.9652 1.6554 2.0621
H -2.0035 1.4896 0.6019
H -2.8475 3.8775 1.7296
*
```

Maximum force across the listed records, respectively: 0.02114; 0.02398; 0.05956; 0.05276; 0.10316; 0.09314 Eh/bohr.